Entry 1:
Formula: C50H59N7O4Y
Source: OMol25
Level of theory: ωB97M-V/def2-TZVPD

Last column: Mulliken charge in e.
Geometry (Å):
Y 1.28 0.81 -0.75  1.13
C 4.21 -0.10 -2.75  -1.34
N 2.77 -0.35 -2.65  0.60
C 2.19 -0.72 -3.93  -1.07
C 0.70 -0.56 -3.92  -0.14
N -0.02 -0.12 -2.92  0.33
C -1.35 -0.18 -3.38  -0.97
C -2.56 0.11 -2.75  0.07
C -3.72 -0.06 -3.47  -1.28
C -3.71 -0.52 -4.79  -0.59
C -2.52 -0.83 -5.43  -1.23
C -1.36 -0.65 -4.69  0.55
N -0.03 -0.89 -5.00  -0.05
C 4.62 0.90 -1.72  -0.13
N 3.91 1.19 -0.66  0.92
C 4.70 2.09 0.07  -0.51
C 4.51 2.67 1.33  -0.46
C 5.49 3.52 1.79  -0.82
C 6.65 3.78 1.06  -0.47
C 6.88 3.18 -0.16  -1.08
C 5.89 2.33 -0.63  0.91
N 5.81 1.55 -1.77  -0.04
H 4.46 0.27 -3.75  0.54
H 4.79 -1.01 -2.60  0.38
H 2.64 -1.12 -1.99  -0.42
H 2.42 -1.75 -4.23  0.45
H 2.60 -0.07 -4.71  0.48
H -2.61 0.45 -1.73  1.09
H -4.67 0.15 -3.00  0.48
H -4.64 -0.64 -5.32  0.40
H -2.51 -1.19 -6.45  0.44
H 0.33 -1.27 -5.86  0.25
H 3.62 2.46 1.91  0.56
H 5.36 3.99 2.76  0.45
H 7.40 4.45 1.47  0.40
H 7.79 3.36 -0.72  0.42
H 6.51 1.45 -2.48  0.22
C -0.72 -3.24 5.14  -1.67
C -0.61 -4.19 3.94  2.25
C 0.20 -5.41 4.37  -2.33
C -2.01 -4.65 3.52  -1.30
C 0.05 -3.45 2.76  -1.33
C -0.50 -2.28 2.29  -0.51
C 0.08 -1.59 1.22  -0.29
N -0.40 -0.42 0.66  0.43
C -1.60 0.06 0.73  -0.01
C -2.79 -0.58 1.25  -1.11
C -3.95 0.10 1.32  -0.46
C -3.99 1.49 0.90  -0.48
C -2.98 2.17 0.31  0.30
C -1.73 1.42 0.12  0.46
O -0.79 1.89 -0.54  0.94
C -3.10 3.60 -0.18  2.39
C -4.46 4.19 0.17  -2.29
C -2.02 4.47 0.48  -1.96
C -2.94 3.65 -1.71  -1.49
C -5.25 -0.51 1.82  1.90
C -5.73 0.27 3.05  -1.74
C -6.30 -0.43 0.70  -1.65
C -5.08 -1.98 2.22  -2.08
C 1.33 -2.01 0.69  -0.01
O 1.96 -1.26 -0.18  -0.45
C 1.86 -3.26 1.11  -0.95
C 1.20 -3.93 2.12  -0.08
C 3.14 -3.81 0.47  2.71
C 2.92 -4.01 -1.03  -1.07
C 4.32 -2.85 0.71  -1.49
C 3.54 -5.17 1.05  -2.43
H -1.18 -3.76 5.98  0.47
H -1.34 -2.37 4.92  0.31
H 0.26 -2.88 5.45  0.37
H -0.29 -5.88 5.23  0.44
H 1.21 -5.14 4.67  0.46
H 0.26 -6.16 3.58  0.40
H -2.50 -5.17 4.34  0.50
H -1.96 -5.33 2.67  0.33
H -2.64 -3.80 3.24  0.06
H -1.35 -1.86 2.80  1.45
H -2.75 -1.63 1.49  1.48
H -4.93 2.00 1.04  0.55
H -4.64 4.19 1.24  0.42
H -5.28 3.66 -0.33  0.41
H -4.50 5.23 -0.17  0.44
H -2.12 4.47 1.57  0.36
H -2.14 5.51 0.14  0.49
H -1.02 4.15 0.24  0.39
H -3.70 3.04 -2.20  0.27
H -1.96 3.30 -2.03  -0.07
H -3.07 4.68 -2.06  0.55
H -5.93 1.32 2.82  0.30
H -5.00 0.23 3.85  0.37
H -6.67 -0.16 3.41  0.49
H -6.50 0.60 0.39  0.32
H -7.25 -0.85 1.05  0.45
H -5.99 -1.00 -0.17  0.34
H -4.36 -2.09 3.03  0.31
H -4.76 -2.59 1.38  0.40
H -6.04 -2.37 2.56  0.51
H 1.61 -4.87 2.46  0.68
H 2.60 -3.09 -1.52  -0.13
H 2.14 -4.76 -1.21  0.35
H 3.83 -4.36 -1.51  0.47
H 4.13 -1.86 0.29  -0.01
H 5.22 -3.27 0.25  0.47
H 4.51 -2.73 1.77  0.35
H 2.77 -5.92 0.90  0.43
H 3.76 -5.10 2.12  0.44
H 4.45 -5.52 0.55  0.44
O 1.34 4.33 1.58  -0.76
C 1.51 3.51 0.70  0.94
O 1.60 2.23 0.85  -0.92
C 1.61 4.00 -0.74  0.29
C 1.69 5.36 -1.01  -0.84
C 1.78 5.76 -2.33  -0.62
C 1.77 4.81 -3.34  -0.94
C 1.68 3.47 -2.98  -0.56
N 1.61 3.08 -1.71  0.81
H 1.68 6.05 -0.19  0.57
H 1.85 6.82 -2.58  0.46
H 1.83 5.08 -4.38  0.48
H 1.66 2.69 -3.73  0.33

Its HOMO energy is -0.357 hartree. As for the maximum force: 0.0136 Eh/bohr. Its charge is +1. Its total energy is -72475.859 eV.

=====

Entry 2:
Formula: C50H64N4OP
Source: OMol25
Level of theory: ωB97M-V/def2-TZVPD

Last column: Mulliken charge in e.
Geometry (Å):
C -15.57 -2.48 6.80  -1.73
C -14.24 -2.00 7.39  0.89
C -13.02 -2.37 6.55  -0.49
C -14.08 -2.58 8.79  0.90
C -14.06 -3.97 8.93  -0.76
C -14.07 -4.53 10.20  -1.45
C -14.15 -3.71 11.32  -1.03
C -14.12 -2.32 11.21  1.19
C -14.31 -1.52 12.51  1.77
C -13.47 -2.05 13.68  -1.74
C -15.76 -1.56 12.98  -1.30
C -14.04 -1.75 9.92  -1.19
N -14.16 -0.31 9.70  0.91
P -12.86 0.81 9.68  -0.22
H -12.40 0.70 8.15  -0.20
N -14.08 2.05 9.92  0.77
C -13.93 3.28 10.68  -0.27
C -13.98 4.50 9.97  0.53
C -14.20 4.52 8.46  0.57
C -12.98 5.24 7.87  -1.41
C -15.56 5.13 8.12  -1.44
C -13.82 5.72 10.64  -0.18
C -13.76 5.74 12.04  -1.56
C -13.92 4.54 12.75  -0.81
C -14.02 3.30 12.10  0.73
C -14.28 2.07 12.98  2.41
C -15.71 1.95 13.48  -1.39
C -13.39 2.09 14.23  -1.56
C -15.37 1.58 9.89  -1.11
C -15.43 0.25 9.72  -0.08
H -16.38 -2.29 7.53  0.43
H -15.81 -1.96 5.87  0.41
H -15.55 -3.56 6.61  0.27
H -14.27 -0.91 7.47  0.27
H -12.11 -1.99 7.04  0.35
H -12.92 -3.46 6.45  0.30
H -13.06 -1.93 5.55  -0.24
H -14.06 -4.60 8.04  0.33
H -14.07 -5.62 10.33  0.37
H -14.26 -4.15 12.31  0.26
H -14.02 -0.48 12.33  -0.78
H -12.39 -2.01 13.46  0.38
H -13.66 -1.42 14.56  0.42
H -13.74 -3.08 13.93  0.39
H -16.47 -1.22 12.21  0.18
H -16.05 -2.57 13.29  0.38
H -15.87 -0.90 13.86  0.45
H -14.20 3.49 8.10  0.12
H -12.08 4.74 8.23  0.37
H -12.96 5.23 6.77  0.41
H -12.94 6.28 8.21  0.30
H -16.34 4.62 8.71  0.32
H -15.61 6.20 8.36  0.31
H -15.82 5.01 7.06  0.43
H -13.72 6.66 10.08  0.29
H -13.62 6.68 12.58  0.35
H -13.96 4.59 13.84  0.23
H -14.04 1.17 12.40  -1.23
H -16.46 1.95 12.68  0.23
H -15.82 1.01 14.05  0.38
H -15.94 2.77 14.18  0.41
H -12.33 2.12 13.97  0.37
H -13.64 2.97 14.84  0.40
H -13.58 1.20 14.85  0.37
H -16.17 2.27 10.13  0.53
H -16.29 -0.39 9.66  0.59
C -10.68 -3.69 -0.64  -0.99
N -11.20 -3.06 0.56  0.35
C -12.52 -3.27 0.91  -0.25
O -13.38 -3.80 0.21  -0.68
C -12.72 -2.71 2.30  0.00
C -13.11 -3.85 3.25  -0.52
C -11.97 -4.83 3.34  0.43
C -11.88 -5.91 2.44  -0.33
C -10.86 -6.85 2.58  -0.77
C -9.90 -6.71 3.59  -0.52
C -9.97 -5.62 4.47  -1.13
C -11.00 -4.69 4.34  0.46
N -11.42 -2.08 2.61  0.40
C -11.32 -1.27 3.67  -0.70
C -10.10 -0.82 4.19  0.52
C -9.90 -0.14 5.41  -0.65
C -8.56 0.31 5.74  0.44
C -8.20 1.40 6.61  -0.61
C -6.91 1.95 6.57  -0.54
C -5.93 1.42 5.72  -0.36
C -6.21 0.27 4.96  -0.59
C -7.46 -0.33 5.08  -0.24
C -10.38 -2.37 1.55  -0.05
C -9.20 -3.27 1.96  -0.23
C -8.09 -2.98 0.96  -0.77
C -8.39 -1.60 0.33  -0.75
C -9.71 -1.12 0.92  -1.00
H -11.53 -3.97 -1.26  0.42
H -10.03 -3.00 -1.19  0.29
H -10.10 -4.60 -0.42  0.27
H -13.50 -1.94 2.26  0.83
H -13.39 -3.43 4.23  -0.39
H -14.01 -4.33 2.83  0.75
H -12.62 -6.01 1.64  0.42
H -10.83 -7.71 1.91  0.43
H -9.10 -7.46 3.71  0.40
H -9.23 -5.48 5.25  0.45
H -11.06 -3.83 5.02  0.33
H -12.27 -0.95 4.12  1.04
H -9.23 -1.00 3.55  -0.22
H -10.78 0.09 6.02  0.47
H -8.96 1.81 7.27  0.49
H -6.66 2.81 7.19  0.38
H -4.94 1.87 5.67  0.39
H -5.47 -0.16 4.29  0.41
H -7.62 -1.32 4.62  0.42
H -8.89 -3.00 2.97  0.24
H -9.49 -4.33 1.98  -0.06
H -7.09 -3.00 1.43  0.41
H -8.08 -3.75 0.17  0.33
H -7.57 -0.90 0.55  0.43
H -8.45 -1.68 -0.76  0.37
H -10.38 -0.65 0.18  0.36
H -9.53 -0.38 1.71  0.34

Its HOMO energy is -0.326 hartree. As for the maximum force: 0.0425 Eh/bohr. Its charge is +1. Its total energy is -70178.868 eV.

=====

Entry 3:
Formula: C50H65BBrCsN10O2PS3
Source: OMol25
Level of theory: ωB97M-V/def2-TZVPD

Last column: Mulliken charge in e.
Geometry (Å):
Cs -2.00 0.40 0.54  1.87
C 0.74 2.20 -3.83  -1.98
C 1.32 1.78 -2.53  -0.86
C 2.41 2.39 -1.98  -0.58
C 2.93 1.91 -0.75  -0.28
N 2.43 0.85 -0.19  0.13
N 1.40 0.20 -0.74  0.83
B 1.31 -1.23 -0.25  -1.86
N 1.44 -2.20 -1.45  0.60
N 2.09 -2.17 -2.58  -0.90
C 1.74 -3.04 -3.50  -0.05
C 0.80 -4.07 -3.22  -0.33
C 0.08 -4.06 -2.05  0.44
C -0.99 -5.02 -1.67  -1.71
C 0.39 -2.99 -1.19  0.42
S -0.33 -2.28 0.19  -0.25
C 2.31 -2.83 -4.89  2.19
C 3.17 -4.02 -5.31  -1.79
C 1.12 -2.67 -5.85  -1.64
C 3.16 -1.56 -4.93  -1.68
N 2.26 -1.53 0.88  0.67
N 3.32 -2.28 0.59  -0.63
C 4.13 -2.65 1.53  0.17
C 3.91 -2.28 2.89  -0.46
C 2.83 -1.52 3.21  0.07
C 2.52 -1.10 4.60  -1.82
C 1.95 -1.12 2.15  0.34
S 0.56 -0.26 2.44  0.06
C 5.32 -3.50 1.12  2.09
C 6.61 -2.81 1.58  -1.64
C 5.19 -4.87 1.79  -1.75
C 5.34 -3.65 -0.40  -1.97
C 0.75 0.65 -1.85  2.22
S -0.61 -0.12 -2.42  0.04
C 4.15 2.48 -0.05  2.32
C 5.28 1.46 -0.28  -1.70
C 4.55 3.85 -0.60  -2.11
C 3.87 2.60 1.45  -1.49
H 1.09 3.18 -4.12  0.45
H -0.35 2.19 -3.78  0.29
H 1.01 1.48 -4.61  0.29
H 2.87 3.22 -2.48  0.44
H 0.61 -4.84 -3.96  0.50
H -1.13 -5.79 -2.43  0.40
H -1.92 -4.48 -1.53  0.34
H -0.74 -5.49 -0.72  0.34
H 2.60 -4.95 -5.35  0.34
H 4.00 -4.15 -4.62  0.36
H 3.58 -3.84 -6.30  0.47
H 0.54 -3.58 -5.94  0.38
H 1.49 -2.40 -6.83  0.48
H 0.45 -1.88 -5.51  0.26
H 4.01 -1.65 -4.26  0.33
H 2.57 -0.70 -4.62  0.17
H 3.52 -1.40 -5.94  0.51
H 4.60 -2.61 3.66  0.48
H 3.28 -1.45 5.30  0.45
H 1.55 -1.51 4.89  0.31
H 2.44 -0.02 4.66  0.29
H 6.65 -2.74 2.67  0.36
H 6.69 -1.82 1.16  0.25
H 7.47 -3.40 1.26  0.48
H 5.18 -4.78 2.87  0.34
H 6.04 -5.49 1.51  0.47
H 4.28 -5.37 1.47  0.36
H 5.38 -2.68 -0.88  0.32
H 4.44 -4.16 -0.75  0.33
H 6.21 -4.23 -0.70  0.50
H 5.47 1.34 -1.35  0.37
H 5.00 0.50 0.14  0.24
H 6.19 1.81 0.19  0.48
H 4.90 3.78 -1.63  0.37
H 5.36 4.24 0.00  0.47
H 3.71 4.54 -0.54  0.35
H 3.51 1.66 1.85  0.10
H 3.13 3.38 1.62  0.29
H 4.78 2.88 1.97  0.50
O -9.54 -2.90 2.68  -0.58
N -8.56 -2.37 3.15  0.97
O -8.37 -2.18 4.33  -0.58
C -7.55 -1.92 2.21  0.14
C -7.97 -1.54 0.98  -0.95
C -7.05 -1.05 0.01  1.11
C -7.45 -0.67 -1.28  -0.59
C -6.50 -0.22 -2.16  -1.14
C -5.17 -0.12 -1.72  -0.43
N -4.78 -0.44 -0.51  0.07
C -5.69 -0.91 0.36  -0.95
C -5.24 -1.34 1.66  -0.40
N -3.93 -1.23 1.94  0.72
C -3.48 -1.68 3.09  -0.48
C -4.30 -2.28 4.04  -0.92
C -5.65 -2.37 3.80  -0.76
C -6.17 -1.87 2.59  0.99
H -9.02 -1.61 0.73  0.51
H -8.48 -0.76 -1.57  0.47
H -6.75 0.06 -3.17  0.44
H -4.39 0.22 -2.39  0.69
H -2.42 -1.56 3.26  0.45
H -3.88 -2.67 4.96  0.50
H -6.31 -2.82 4.53  0.53
Br 0.50 4.89 -0.77  -0.02
C -0.99 4.68 -1.92  0.26
C -1.30 5.67 -2.84  -0.73
C -2.38 5.45 -3.67  -0.48
C -3.10 4.27 -3.54  -0.58
C -2.69 3.35 -2.58  -0.22
N -1.66 3.55 -1.78  0.29
H -0.70 6.57 -2.89  0.50
H -2.67 6.19 -4.40  0.42
H -3.95 4.06 -4.17  0.49
H -3.20 2.40 -2.46  0.22
C -4.64 2.18 3.76  -1.09
C -3.26 2.66 4.20  -0.91
P -2.04 2.69 2.82  0.20
C -0.58 3.25 3.81  -1.27
C 0.63 3.55 2.93  -0.62
C -2.49 4.25 1.91  0.04
C -2.46 5.58 2.65  -1.46
H -5.32 2.16 4.61  0.42
H -4.59 1.18 3.35  0.16
H -5.06 2.85 3.00  0.30
H -2.86 1.97 4.95  0.48
H -3.32 3.65 4.66  0.43
H -0.34 2.42 4.49  0.56
H -0.86 4.12 4.41  0.53
H 0.91 2.66 2.37  -0.10
H 1.47 3.85 3.55  0.53
H 0.42 4.35 2.23  0.11
H -3.49 4.07 1.49  0.62
H -1.81 4.29 1.05  -0.36
H -3.14 5.57 3.50  0.32
H -2.78 6.37 1.97  0.42
H -1.46 5.82 3.00  0.28

Its HOMO energy is -0.367 hartree. As for the maximum force: 0.0285 Eh/bohr. Its charge is +1. Its total energy is -184959.328 eV.

=====

Relative energy (zero: lowest compared OMol25 entry of this formula, charge and spin), record by record: 47.4 0.0 67.3 kJ/mol